Here is a single C4H6N2 molecule from the OMol25 dataset. Energies are from ωB97M-V with the def2-TZVPD basis set.

- total charge = 0
- frontier orbital gap (eV) = 9.7
- SMILES = Cc1cn[nH]c1
- LUMO level (eV) = 1.01
- ΔE to the lowest compared entry with this formula, charge and spin (kJ/mol) = 157.6

Atoms and positions in Å:
H  -0.085  2.391  0.243
C  0.704  -0.660  -0.570
C  -1.591  -0.393  0.075
H  -1.969  -1.196  -0.564
C  0.317  1.394  0.090
H  2.546  -0.631  0.395
H  -1.267  -0.851  1.020
H  -2.368  0.322  0.327
H  0.641  -1.679  -0.929
N  1.587  1.166  0.379
C  -0.323  0.235  -0.432
N  1.807  -0.099  -0.035

Here is C26H23AuN2O7 as an isolated structure from the OMol25 dataset. Energies are from ωB97M-V with the def2-TZVPD basis set.

- multiplicity = 3
- total charge = 0
- frontier orbital gap (spin up / spin down) (eV) = 7.8 / 4.3
- expectation value of S² = 2.02
- LUMO level (spin up / spin down) (eV) = -0.38 / -4.11
- ΔE to the lowest compared entry with this formula, charge and spin (kJ/mol) = 104.5

Atoms and positions in Å:
H  -2.386  -2.453  -0.120
H  3.477  3.750  -1.633
H  -6.252  -0.660  -0.435
H  -5.218  1.590  -0.357
O  0.272  2.531  1.510
C  -0.479  0.820  4.930
O  0.438  0.747  8.430
H  1.684  -0.535  9.460
N  -0.650  3.471  -1.642
H  -4.820  -2.673  -0.297
C  2.913  1.464  3.793
C  -0.363  -0.575  4.694
H  -0.254  2.443  6.347
H  -2.773  1.818  -0.179
C  -1.621  5.546  -0.632
C  -4.597  0.703  -0.312
C  0.130  0.489  7.157
C  0.190  -0.914  6.934
H  -2.383  5.491  -1.411
H  3.182  2.937  -0.094
C  0.839  4.654  -0.594
C  -3.217  0.826  -0.207
O  0.511  -1.523  8.084
C  1.412  3.489  -1.163
O  1.598  0.129  0.642
O  -1.010  -0.228  2.482
C  0.670  -0.507  9.060
C  -0.033  -1.470  5.700
C  -0.538  -1.110  3.264
C  2.830  3.034  -1.122
C  -0.494  4.609  -0.924
H  0.058  -2.527  5.493
C  -5.177  -0.556  -0.349
H  3.658  0.684  3.862
Au  -0.463  -0.103  0.286
H  0.302  4.247  3.420
N  0.496  2.791  -1.807
H  -0.056  -0.650  9.863
C  -4.375  -1.686  -0.283
H  -2.103  5.327  0.323
C  2.291  0.212  1.715
C  -2.995  -1.559  -0.177
H  2.908  2.066  -1.611
C  1.102  2.445  2.575
C  -0.209  1.380  6.164
C  1.029  3.448  3.549
H  3.532  2.464  5.588
C  2.049  1.419  2.701
H  -0.779  1.444  4.102
C  1.881  3.453  4.635
C  2.838  2.458  4.757
C  -2.404  -0.301  -0.136
H  1.329  5.420  -0.014
O  3.189  -0.538  2.060
H  -1.487  3.135  -2.084
H  -1.251  6.570  -0.596
H  -0.327  3.274  1.625
H  1.808  4.240  5.376
O  -0.151  -2.245  3.048

Here is a 2-piece molecular cluster, C3H5N2 overall at a distorted geometry from the OMol25 dataset. Energies are from ωB97M-V with the def2-TZVPD basis set.

- total charge = +1
- frontier orbital gap (spin up / spin down) (eV) = 9.2 / 7.9
- LUMO level (spin up / spin down) (eV) = -6.18 / -6.14
- ΔE to the lowest compared entry with this formula, charge and spin (kJ/mol) = 665.0

Atoms and positions in Å:
N  -1.473  1.153  -0.043
N  -0.664  -1.593  -0.179
C  1.315  -0.020  -0.181
H  -1.590  -1.493  0.167
H  3.227  1.280  0.019
C  0.076  -0.556  -0.165
H  -2.067  1.025  0.752
H  -0.196  -2.510  -0.372
C  2.389  0.616  -0.025
H  -1.017  2.097  0.027

Here is C52H47N9O2STi as an isolated structure at a distorted geometry from the OMol25 dataset. Energies are from ωB97M-V with the def2-TZVPD basis set.

- multiplicity = 2
- total charge = +1
- frontier orbital gap (spin up / spin down) (eV) = 5.8 / 6.0
- expectation value of S² = 0.76
- LUMO level (spin up / spin down) (eV) = -3.40 / -3.39
- ΔE to the lowest compared entry with this formula, charge and spin (kJ/mol) = 587.2

Atoms and positions in Å:
C  0.027  0.118  6.290
C  -3.918  1.049  -0.224
H  1.109  -4.602  -2.389
H  -2.275  -3.881  3.828
H  -5.709  1.682  -1.200
C  3.246  4.726  -0.444
H  2.131  -0.310  6.288
H  1.329  -3.163  3.637
N  1.306  -1.517  -0.057
C  -1.309  0.592  -3.311
C  -2.148  1.148  3.337
C  3.390  -0.849  -1.190
H  -0.019  4.080  0.184
H  -0.354  -2.803  3.971
H  -2.791  2.903  2.245
C  1.460  -1.991  -6.179
C  4.309  -1.065  -2.212
C  3.643  0.275  -0.216
H  2.669  -0.220  -6.228
N  -0.796  -1.500  1.814
C  -3.992  2.820  -1.821
C  2.002  4.084  -0.488
C  2.313  -2.955  -1.765
C  2.336  -1.767  -1.004
C  -1.697  -1.223  -1.807
H  -3.268  -2.586  -2.364
H  -4.539  3.484  -2.467
C  3.382  5.863  0.349
C  2.188  0.738  -3.780
H  2.837  1.365  -4.389
C  0.371  -2.328  -4.083
H  4.162  1.099  -0.709
O  4.287  4.186  -1.116
N  -4.752  -1.974  -5.428
C  -1.901  -1.207  2.416
H  4.287  -0.091  0.588
H  2.280  -4.081  1.612
C  -2.890  -1.937  3.134
H  0.379  -3.619  -1.103
C  1.070  5.746  0.994
N  -0.405  0.636  0.782
C  3.262  -3.142  -2.760
C  1.394  0.142  4.339
C  0.605  -2.746  -5.383
N  1.816  1.172  -2.610
C  0.300  0.531  3.568
H  -4.676  -2.075  4.178
H  2.977  -2.642  2.344
C  -3.010  -1.030  -3.809
C  -3.941  -1.374  3.806
H  5.057  4.766  -1.047
C  1.312  -2.230  1.070
C  0.928  4.602  0.240
H  -2.034  0.561  5.992
H  3.231  -4.050  -3.343
C  2.307  6.371  1.055
H  -3.812  2.015  4.458
S  0.770  0.942  1.904
C  -2.319  0.138  -4.137
N  -1.894  2.174  -0.882
C  -0.945  -0.091  -2.143
C  -1.704  0.689  0.903
C  -4.208  -0.024  4.192
H  -2.574  0.663  -5.046
O  0.974  1.989  -0.527
H  4.949  -2.342  -3.804
H  -1.473  -1.762  -0.886
C  -2.535  1.280  -0.101
N  0.910  -1.246  -3.543
H  3.284  -2.991  0.644
C  1.709  -0.493  -4.323
C  -3.980  -1.547  -4.697
C  -1.939  2.587  2.846
H  -0.083  -0.024  7.353
H  -5.150  0.103  4.709
H  4.347  6.344  0.422
C  1.270  -0.041  5.698
H  2.722  0.650  0.246
N  2.270  2.415  -2.290
H  0.228  6.144  1.537
H  0.076  -4.216  2.987
H  -2.058  3.641  -2.278
Ti  0.717  0.272  -1.029
H  -2.422  -3.737  2.072
C  1.310  -4.034  -1.485
H  -3.344  0.211  1.974
H  -1.869  3.240  3.716
C  -2.857  -3.437  3.022
H  1.665  -2.285  -7.197
C  2.534  -3.040  1.429
H  -4.403  0.244  0.310
H  2.437  7.253  1.663
H  0.126  -3.634  -5.763
C  -0.958  0.684  4.150
C  -1.072  0.456  5.519
H  -3.868  -3.834  3.091
C  -2.611  2.914  -1.700
C  0.234  -2.301  1.990
H  1.708  -4.725  -0.740
C  -2.712  -1.695  -2.621
H  2.345  0.000  3.849
N  -2.329  0.213  2.118
C  2.018  -0.851  -5.646
H  -0.777  1.497  -3.592
H  -1.029  2.704  2.258
H  5.104  -0.348  -2.360
C  1.766  2.800  -1.153
C  4.236  -2.192  -3.010
C  0.330  -3.180  3.212
C  -3.447  1.078  4.072
H  -0.296  -2.888  -3.441
C  -4.646  1.836  -1.089

Here is a single C6H6O molecule at a distorted geometry from the OMol25 dataset. Energies are from ωB97M-V with the def2-TZVPD basis set.

- total charge = 0
- frontier orbital gap (eV) = 10.6
- SMILES = C#CC(C#C)CO
- LUMO level (eV) = 0.78
- ΔE to the lowest compared entry with this formula, charge and spin (kJ/mol) = 435.5

Atoms and positions in Å:
C  0.087  -0.274  -0.022
H  -0.661  1.822  -1.399
C  -1.297  0.298  -0.412
H  -1.776  0.873  0.396
H  -0.179  -2.726  2.805
C  2.238  1.106  -0.506
C  1.226  0.653  -0.029
C  0.011  -1.218  1.107
H  0.513  -0.687  -0.952
O  -1.200  1.045  -1.597
H  -1.952  -0.553  -0.628
H  3.096  1.668  -0.773
C  -0.105  -2.008  2.011

Here is C63H133BeClN7O11 as an isolated structure at a distorted geometry from the OMol25 dataset. Energies are from ωB97M-V with the def2-TZVPD basis set.

- total charge = +1
- frontier orbital gap (eV) = 1.2
- LUMO level (eV) = -8.33

Atoms and positions in Å:
C  5.840  0.249  -6.888
H  5.897  -2.574  -7.228
C  8.070  -0.854  -3.936
H  -8.650  -3.255  -4.762
C  2.946  7.382  -2.715
H  1.577  1.316  7.169
H  -4.426  -3.127  3.885
H  3.701  -1.130  -7.152
C  5.211  3.833  4.648
H  -4.290  -2.378  6.120
C  6.947  1.103  -2.763
H  7.569  -1.737  -3.540
C  2.937  8.494  -1.580
H  -4.895  7.357  1.866
H  -6.722  5.519  6.522
H  -6.687  4.071  2.859
C  -4.190  6.668  5.914
C  3.118  2.855  6.644
H  -3.209  6.993  5.570
H  8.564  1.383  -5.101
H  -4.544  7.364  6.675
C  -5.756  7.497  4.351
N  3.437  -8.115  -3.296
H  -3.230  4.323  1.774
H  6.405  2.048  -2.736
C  4.688  2.849  6.910
H  -3.996  5.768  6.497
H  4.210  -0.650  -3.432
H  -2.903  -2.369  7.093
C  0.528  7.545  -5.632
C  7.390  0.637  -6.624
C  2.640  1.526  7.289
H  5.533  -7.163  -0.799
N  2.307  7.879  -3.928
H  8.821  -0.464  -3.248
H  -10.684  -5.721  -3.810
H  -6.932  8.289  2.774
H  8.559  -1.149  -4.865
H  3.170  -9.951  -1.475
C  -1.968  -5.293  3.463
C  -2.585  -2.750  4.915
H  -3.902  -5.411  4.251
O  2.882  8.946  -4.667
O  0.908  -1.546  -0.036
H  2.050  9.123  -1.657
H  5.196  1.126  -6.938
C  -6.481  -4.784  -2.914
H  0.757  -6.099  -4.249
H  -7.081  5.040  4.967
H  6.500  3.992  6.413
H  5.722  2.907  4.381
H  0.452  5.030  -4.744
C  2.580  4.131  7.397
H  -9.480  -5.693  -0.291
C  5.765  -8.769  -3.256
H  0.904  8.014  -6.541
H  3.976  -5.223  -0.850
H  5.162  1.924  6.580
H  2.208  -6.601  -5.125
N  -1.175  -3.329  4.957
H  1.412  6.673  -1.447
H  2.456  4.678  -3.511
C  -9.007  -5.247  -2.290
C  -3.356  -2.920  6.269
H  5.524  -9.692  -3.784
H  -7.148  -5.265  -1.047
C  4.062  -9.366  -1.251
H  -3.625  -3.927  6.588
H  3.046  8.345  -0.506
O  1.774  2.523  4.775
C  -7.461  -5.592  -2.039
C  1.498  -6.891  -4.351
C  2.196  -7.302  -2.970
C  6.118  -2.205  -6.226
H  3.397  5.848  -5.075
C  5.437  4.012  6.170
H  5.646  -2.953  -5.589
H  -7.320  -0.826  -2.103
H  -0.153  6.181  -3.600
O  -0.403  -2.823  6.072
H  1.075  -4.670  4.946
Be  1.759  -1.080  3.499
C  -1.370  -5.658  5.867
H  3.095  6.895  -6.415
H  1.346  3.374  4.896
H  4.475  2.261  2.598
H  7.961  1.253  -7.318
N  -4.474  5.498  3.830
O  -0.426  0.257  0.171
H  -2.954  -2.856  2.801
H  -5.467  -5.180  -2.869
H  -6.828  -4.961  -3.932
C  3.758  3.731  4.268
H  4.786  2.927  7.993
N  -9.209  -3.788  -2.108
H  6.383  0.553  -2.010
H  -7.285  -6.663  -2.138
H  6.121  -7.963  -3.898
N  5.686  -0.296  -4.507
H  3.669  8.523  -5.017
C  -4.920  5.289  2.461
H  2.744  -5.193  -2.877
O  0.278  -0.411  -2.001
H  -9.014  -0.962  -2.079
C  2.612  6.170  -5.759
H  -0.085  8.258  -5.081
C  1.176  -8.096  -2.078
C  6.957  0.268  -4.082
C  5.430  -0.853  -5.871
C  2.186  6.220  -2.065
H  3.974  -9.128  -0.191
H  -4.408  3.730  4.467
C  4.512  -8.310  -2.360
H  -9.370  -7.101  -1.345
H  7.187  -2.261  -6.021
H  5.688  4.647  4.103
H  -10.856  -6.074  -1.226
H  -6.200  -3.149  -1.582
H  2.777  1.575  8.369
H  -7.542  6.761  3.303
H  0.273  -7.506  -1.923
H  -9.440  -1.991  -4.076
H  -1.420  -4.923  2.596
H  -8.094  -1.741  -0.783
H  2.954  5.762  -1.442
H  4.634  6.084  -3.224
H  -0.805  -3.300  6.801
H  -3.628  -0.895  4.610
H  2.378  5.143  3.636
H  1.637  -8.387  -1.134
H  2.938  3.007  2.300
H  3.164  -6.719  -0.206
O  -1.267  -1.577  -0.742
H  3.751  9.161  -1.862
C  -3.802  5.209  1.501
H  3.497  -1.777  -5.443
C  2.544  -6.006  -2.178
H  3.184  5.032  7.295
H  -2.426  -5.567  6.118
H  -4.205  5.032  0.503
H  3.834  5.927  3.794
C  1.581  6.892  -4.824
C  -8.113  -1.530  -1.852
H  1.689  -5.656  -1.599
C  4.509  7.095  -2.837
H  1.596  4.446  7.049
H  4.750  -10.211  -1.256
H  4.965  7.779  -3.552
H  2.997  5.441  5.302
C  -8.124  -2.837  -2.655
H  -2.187  -1.041  3.742
C  -9.606  -5.806  -3.672
C  -2.592  -1.209  4.740
C  0.766  5.826  -4.068
H  2.203  5.301  -6.274
H  -0.740  -5.395  6.717
H  6.724  -8.982  -2.783
O  -10.480  -3.325  -2.197
O  5.051  -1.096  -3.557
H  -9.294  -5.231  -4.543
C  -9.767  -6.089  -1.266
C  -5.765  4.083  2.278
C  -3.411  -4.849  3.457
H  0.692  -4.570  3.326
Cl  -0.098  -0.794  -0.689
H  3.293  0.727  6.938
C  0.378  -5.100  4.226
H  -2.197  -0.693  5.616
C  -8.425  -2.381  -4.150
H  1.116  4.337  -2.464
C  -5.177  6.192  4.933
C  3.644  -6.240  -1.060
H  7.935  -0.307  -6.664
H  -1.988  -6.383  3.491
H  -6.008  3.995  1.219
H  5.174  5.018  6.494
O  -3.738  4.408  4.354
H  5.090  7.022  -1.918
C  7.487  1.234  -5.183
H  0.646  -6.125  3.973
H  -0.165  6.962  -6.239
H  0.890  -7.617  -4.890
C  -6.616  7.296  3.093
H  -6.077  -2.898  -3.380
C  -6.655  -3.319  -2.557
H  3.486  -0.038  -5.852
H  -9.310  -6.826  -3.917
C  -5.699  6.649  2.068
H  -4.868  8.114  4.219
H  -7.799  -1.731  -4.761
H  -3.063  5.945  1.185
H  -3.942  -5.276  2.607
H  2.327  3.812  8.409
H  -5.782  4.297  5.858
O  3.089  -9.194  -4.137
C  -1.057  -4.783  4.630
H  -10.632  -3.136  -1.268
H  -6.346  6.407  1.224
H  5.406  -6.350  -2.314
H  7.180  2.277  -5.111
H  -5.209  3.180  2.532
H  7.976  1.138  -2.403
H  -1.009  -6.664  5.652
H  5.931  -0.202  -7.877
H  4.406  3.935  2.217
C  4.872  -7.036  -1.656
C  1.589  5.136  -3.035
C  -6.215  5.261  5.592
H  -6.498  7.937  5.017
H  0.794  -8.961  -2.618
C  3.920  -1.009  -6.091
N  3.049  2.746  5.140
H  3.321  -8.765  -4.964
C  3.254  5.146  4.284
C  3.897  3.164  2.794
C  -3.377  -3.342  3.680